Entry 1:
C5H39N2O13 | wB97M-V/def2-TZVPD

Results
Total charge   +2
Gap between HOMO and LUMO (spin up / spin down)   10.521 / 7.412 eV
Relative energy (zero: lowest compared OMol25 entry of this formula, charge and spin)   14.5 kcal/mol
Maximum force   3.6 eV Å⁻¹
Spin multiplicity   2
E   -35401.3559 eV

Atoms and positions in Å:
C 3.0107 -0.4501 0.6910
C 1.8261 -0.0015 -0.1464
C 0.5072 0.1617 0.5916
C -0.6695 0.3678 -0.2875
C -1.7947 1.0224 0.1954
N -2.9589 0.7929 -0.4475
N 2.1166 1.3113 -0.8332
H 3.2403 0.2493 1.4981
H 3.8842 -0.4618 0.0318
H 3.0152 -1.4417 1.1382
H 1.7204 -0.7036 -0.9818
H 0.5949 0.9367 1.3568
H 0.3186 -0.7664 1.1646
H -0.5973 -0.1126 -1.2571
H -1.8569 1.7102 1.0202
H -3.1203 0.6873 -1.4385
H -3.7418 1.3545 -0.1092
H 1.4596 2.0484 -0.5441
H 1.8984 1.1736 -1.8547
H 2.9778 1.8521 -0.6986
H -2.2062 -2.3281 -0.3404
H -0.9734 -3.0059 0.0195
O -1.7858 -2.7023 0.4531
H 2.3159 3.7106 1.4619
H 2.8058 2.2505 1.8686
O 2.7442 2.8900 1.2177
H 0.3683 0.1896 -3.3262
H 1.2554 -0.9460 -3.0794
O 1.3278 0.0252 -3.1753
H -1.5000 0.7114 -4.6402
H -1.5353 1.4828 -3.3296
O -1.2510 0.6270 -3.7126
H 0.8358 -3.2893 -3.1056
H 0.7967 -2.9378 -1.6016
O 0.5960 -2.5892 -2.4879
H 0.5539 -2.0603 2.8316
H 0.0281 -3.5413 2.4792
O 0.7689 -2.9317 2.5467
H 2.2762 0.6848 4.4371
H 0.8598 0.8917 3.8035
O 1.8137 0.8718 3.6294
H -0.2231 4.8892 0.5097
H -0.9396 3.5035 0.4660
O -0.1982 4.0001 0.1400
H -2.0775 3.4290 -2.5521
H -1.0216 2.8178 -1.4732
O -1.7971 2.6795 -2.0179
H -2.6485 -2.0928 -2.8716
H -1.4809 -2.9307 -2.6537
O -2.2619 -2.6165 -2.1719
H 1.6902 -4.3471 -0.0420
H 1.1529 -3.2340 0.9760
O 1.1646 -3.5488 0.0328
H -2.6915 -1.1710 2.9192
H -1.9219 -1.4571 1.6056
O -2.0076 -0.8048 2.3478
H -1.2631 1.3228 4.3711
H -0.9342 0.5160 3.0943
O -0.8947 1.4108 3.4839

Mulliken atomic charge list, values in e, 2 entries: atom 1 (C): -1.36, atom 2 (C): 0.28

---

Entry 2:
C5H39N2O14 | wB97M-V/def2-TZVPD

Results
Total charge   -1
Gap between HOMO and LUMO   9.176 eV
Relative energy (zero: lowest compared OMol25 entry of this formula, charge and spin)   110.5 kcal/mol
Maximum force   4.9 eV Å⁻¹
E   -37463.0790 eV

Atoms and positions in Å:
C 0.9454 -0.4537 -1.9004
O 0.5822 0.2880 -3.1251
C 0.4221 0.3258 -0.5423
C 1.2394 1.6000 -0.4019
C 0.9042 2.6691 0.7680
C 0.7808 2.2373 2.1541
N 1.4175 1.0056 2.5198
N -0.9541 0.6991 -0.7238
H 1.9999 -0.3983 -2.0657
H 0.4898 -1.4233 -2.0885
H 0.5782 -0.3630 0.2345
H 1.0966 2.1962 -1.3382
H 2.2745 1.4256 -0.2076
H -0.0764 2.9683 0.5158
H 1.8240 3.2661 0.6127
H 1.1543 2.9684 2.8632
H -0.2097 2.2051 2.5916
H 2.3716 0.9406 2.3540
H 0.9130 0.1849 2.0248
H -1.0561 1.6356 -0.8787
H -0.3665 0.4354 -3.0165
H 4.5613 -1.1439 0.8806
H 3.1054 -0.5098 1.1448
O 4.0165 -0.3444 0.8236
H -1.8793 -2.2279 -2.4279
H -1.4815 -0.7219 -2.1788
O -2.1251 -1.3061 -2.5723
H 2.5278 -1.8370 -0.8289
H 3.8814 -2.2920 -1.0243
O 3.1072 -2.1753 -1.6263
H -0.1060 2.7490 -3.7913
H 0.9656 1.8824 -3.1801
O 0.7406 2.8204 -3.2809
H -2.9547 3.7806 -0.2245
H -2.4766 4.1938 1.0927
O -2.9115 3.4815 0.7194
H -1.6100 -3.9886 -1.0515
H -0.2117 -3.3915 -1.5184
O -1.1789 -3.5893 -1.7703
H -0.6189 3.5477 -2.1541
H -0.1468 4.6594 -1.3331
O -0.9440 4.2266 -1.5465
H -2.3567 -0.6412 1.5230
H -1.6941 -2.4750 1.8132
O -1.7134 -2.4135 0.8535
H -0.8257 -2.8527 0.5918
H 0.7752 -4.3811 0.4011
O 0.4851 -3.4121 0.0594
H -4.3398 -1.8464 0.4306
H -3.5042 -2.1996 -0.8169
O -4.3787 -1.8001 -0.5596
H -3.0965 0.7628 1.9584
H -1.5159 0.3567 0.0715
O -2.9230 -0.1852 2.1303
H -0.5454 -1.9941 4.0094
H -0.3731 -0.6438 4.4287
O -0.5405 -1.4915 4.7908
H 1.3625 -2.8058 0.6170
H 2.5481 -2.2552 1.9667
O 2.0441 -1.9484 1.2292

Mulliken atomic charge list, values in e, 2 entries: atom 1 (C): -2.02, atom 2 (O): -0.71

---

Entry 3:
C5H39N2O14 | wB97M-V/def2-TZVPD

Results
Total charge   -1
Gap between HOMO and LUMO   8.311 eV
Relative energy (zero: lowest compared OMol25 entry of this formula, charge and spin)   117.6 kcal/mol
Maximum force   4.7 eV Å⁻¹
E   -37462.7723 eV

Atoms and positions in Å:
C 0.2235 1.2797 -1.2662
N 0.9053 1.4515 -2.5802
C 0.2416 -0.2050 -0.8703
C 1.1231 -0.3918 0.4674
C 2.5520 0.1244 0.2213
N -1.2918 -0.5120 -0.5167
C -1.9542 -1.4081 -1.4750
O -1.0553 -2.3692 -2.0362
H 0.8765 1.9499 -0.5444
H -0.8433 1.5593 -1.4788
H 1.9141 1.5973 -2.4327
H 0.8271 0.5681 -3.1174
H 0.4928 -1.0462 -1.5551
H 0.6362 0.0295 1.3583
H 1.1690 -1.4849 0.6665
H 3.1852 0.0793 1.1193
H 3.2160 -0.4691 -0.4716
H 2.6041 1.2099 -0.1430
H -1.3063 -0.9372 0.4326
H -2.1513 -0.6206 -2.2434
H -2.8206 -2.0166 -1.2350
H -2.3943 1.3133 0.2092
H -3.4724 0.2342 0.0419
O -3.4367 1.1221 0.3576
H -0.6846 -1.7821 -3.3627
H -1.3148 -0.6125 -4.4420
O -0.6429 -1.2844 -4.3032
H -0.6591 2.0714 1.6712
H 0.6094 2.1087 2.4919
O -0.3853 1.8351 2.5389
H -2.1463 3.9299 0.9785
H -2.5027 3.0665 -0.2037
O -1.8912 3.1563 0.5877
H -2.1861 1.6572 3.8633
H -2.9131 0.8116 2.9124
O -2.7436 0.9201 3.8682
H 0.8775 -2.5487 -1.6781
H 1.7530 -3.5794 -2.3357
O 1.8165 -2.9012 -1.7335
H -0.9778 3.8412 -2.1883
H -0.6420 3.0404 -3.5327
O -1.3758 3.4382 -2.9554
H 2.5350 2.1252 1.5121
H 2.3938 1.3067 2.8603
O 2.2854 2.2965 2.4432
H 2.3099 -0.6075 2.8535
H 1.5912 -0.0553 4.1865
O 2.6146 -0.1072 3.6911
H -1.0035 -3.3348 -0.7035
H -0.1520 -4.3814 0.0296
O -1.0340 -3.9345 0.0960
H 0.0321 -3.0140 1.9549
H 0.2944 -2.0956 3.0990
O 0.4991 -2.9994 2.8290
H 0.9437 -0.7386 -3.8638
H 2.4389 -1.2511 -3.8085
O 1.9491 -0.5228 -3.9916
H -0.5653 -0.3749 4.7094
H -0.3974 0.0028 3.1559
O 0.0333 -0.5402 3.8621

Mulliken atomic charge list, values in e, 2 entries: atom 1 (C): -0.74, atom 2 (N): -0.52

---

Entry 4:
C5H39NO13S2 | wB97M-V/def2-TZVPD

Results
Total charge   0
Gap between HOMO and LUMO   8.599 eV
Relative energy (zero: lowest compared OMol25 entry of this formula, charge and spin)   180.6 kcal/mol
Maximum force   8.7 eV Å⁻¹
E   -55591.2453 eV

Atoms and positions in Å:
S -5.1103 -0.7111 2.0894
S -3.3761 -1.7577 2.1579
C -1.8885 -0.7428 2.2324
C -1.5851 -0.3433 0.7360
C -2.4071 0.9257 0.3869
N -0.1171 0.0076 0.7505
C 0.6895 0.2180 -0.3860
C 1.8925 1.2380 -0.0304
H -5.3832 -0.5512 0.8136
H -1.1700 -1.5058 2.6254
H -1.8675 0.1181 2.9497
H -1.7898 -1.1707 -0.0420
H -2.0673 1.7739 0.9385
H -3.5699 0.8435 0.5799
H -2.4681 1.2408 -0.6381
H 0.2973 0.3397 1.5931
H 0.2257 0.8831 -1.2498
H 1.0331 -0.8356 -0.8153
H 2.7826 0.7277 0.3326
H 2.3724 1.4933 -1.0632
H 1.7665 2.1981 0.5707
H 1.4421 -1.4464 3.0512
H 0.9447 -2.3699 1.9953
O 0.8621 -2.0377 2.8701
H -0.3612 0.8316 -4.3789
H 0.7280 0.0669 -4.5973
O -0.2417 -0.0469 -4.5457
H 3.4262 -1.9055 -1.4846
H 2.5662 -3.1163 -1.4816
O 3.0595 -2.6798 -2.0691
H -1.0416 -5.2638 -0.6633
H -0.7211 -3.8945 -1.4067
O -0.7771 -4.4350 -0.5389
H 0.1751 -4.1007 -3.3692
H 0.5452 -2.7034 -2.5969
O -0.0401 -3.4221 -2.7585
H 1.4408 4.0704 3.0880
H 0.8175 2.6779 3.6726
O 1.4647 3.1046 2.9694
H -1.1651 3.0231 -2.6169
H -0.7711 1.5910 -2.1007
O -0.7682 2.1134 -2.8906
H 2.1576 2.8752 -4.1224
H 1.1095 2.3605 -2.9275
O 1.8614 2.2612 -3.4437
H 3.3978 0.8947 2.1978
H 2.1891 0.2674 2.2361
O 3.0567 0.1128 2.4591
H 0.3878 3.7897 0.4126
H -0.3533 2.5191 0.2228
O -0.1529 3.3483 -0.1221
H -1.8755 -0.5054 -3.1887
H -0.5592 -0.9634 -2.2033
O -1.4336 -0.3815 -2.2959
H -1.3639 2.6804 4.5067
H -0.4962 1.9179 5.4981
O -0.3976 2.6196 4.8328
H 0.4168 -3.4344 0.3757
H 0.9736 -1.9513 0.5803
O 1.2374 -2.8571 0.3022

Mulliken atomic charge list, values in e, 2 entries: atom 1 (S): -0.24, atom 2 (S): -0.04